{"formula": "C36H37CoNP2Se", "method": "wB97M-V/def2-TZVPD", "spin_multiplicity": 4, "s_squared": 3.775, "charge": 0, "e_homo_ev": [-5.0593, -7.1902], "homo_lumo_gap_ev": [4.9336, 6.6768], "elements": ["Co", "C", "C", "C", "C", "C", "C", "C", "C", "C", "H", "H", "H", "H", "H", "H", "H", "H", "H", "H", "H", "H", "H", "H", "H", "P", "P", "C", "C", "C", "C", "C", "C", "C", "C", "C", "C", "C", "C", "C", "C", "C", "C", "C", "C", "C", "C", "C", "C", "C", "C", "C", "C", "H", "H", "H", "H", "H", "H", "H", "H", "H", "H", "H", "H", "H", "H", "H", "H", "H", "H", "H", "H", "H", "H", "Se", "C", "N"], "coordinates": [[-0.094462, 0.304330, 1.980585], [-1.680658, 0.860662, -2.636423], [-1.801685, -0.465514, -2.545792], [-1.202596, -1.430817, -3.512335], [0.235562, -1.124414, -4.054687], [1.185385, -0.221335, -3.302135], [1.169439, 1.122232, -3.274069], [0.194551, 2.001905, -4.018521], [-1.278300, 1.561173, -3.908393], [1.565892, 0.334137, 3.131210], [-1.902570, 1.541988, -1.810722], [-2.477414, -0.920832, -1.819211], [-1.849857, -1.557536, -4.402262], [-1.180091, -2.421253, -3.025706], [0.741775, -2.100066, -4.085096], [0.126691, -0.809595, -5.102768], [2.074455, -0.752457, -2.926940], [1.991714, 1.674210, -2.796126], [0.436076, 2.076456, -5.095779], [0.280414, 3.024350, -3.622888], [-1.887279, 2.474951, -3.991804], [-1.525221, 0.930955, -4.775364], [1.276810, 1.242957, 3.697527], [2.669667, 0.394128, 3.161082], [1.331903, -0.570801, 3.717066], [-1.553695, -0.735280, 0.893694], [1.861458, 0.169129, 1.052741], [-0.237822, -1.249673, -0.246697], [1.047887, -0.778035, -0.267016], [-2.522098, -2.213173, 1.259485], [-2.791849, -3.134344, 0.232683], [-3.507255, -4.303340, 0.499032], [-3.961742, -4.578958, 1.791311], [-3.692035, -3.674221, 2.817933], [-2.991677, -2.497294, 2.559549], [-2.674115, 0.667290, 0.496845], [-2.135231, 1.976509, 0.523954], [-2.986816, 3.092930, 0.513768], [-4.378910, 2.920039, 0.488375], [-4.911567, 1.623351, 0.439893], [-4.071194, 0.503824, 0.429547], [3.332812, -0.922807, 1.211235], [3.076778, -2.229242, 1.664203], [4.139993, -3.063330, 2.022067], [5.462544, -2.615545, 1.868742], [5.709638, -1.358260, 1.294887], [4.648313, -0.514110, 0.941737], [2.524628, 1.817934, 0.641156], [2.402183, 2.883615, 1.548252], [2.703525, 4.191472, 1.145868], [3.093561, 4.460115, -0.173223], [3.259979, 3.394356, -1.062705], [3.084470, 2.072745, -0.630318], [-0.471386, -2.115145, -0.868130], [1.731373, -1.141273, -1.038102], [-2.432659, -2.927254, -0.779692], [-3.719240, -5.004815, -0.316118], [-4.531485, -5.495320, 1.988286], [-4.050025, -3.891789, 3.831710], [-2.801514, -1.786868, 3.363444], [-1.046028, 2.121180, 0.575469], [-2.566970, 4.096843, 0.546055], [-5.037207, 3.795306, 0.521534], [-5.993864, 1.494774, 0.422976], [-4.505343, -0.497174, 0.427954], [2.052072, -2.606902, 1.733345], [3.952942, -4.064615, 2.419333], [6.303815, -3.238378, 2.178381], [6.733347, -1.019741, 1.109914], [4.828101, 0.453940, 0.461861], [2.081102, 2.699732, 2.580134], [2.643083, 5.019179, 1.859165], [3.279010, 5.492314, -0.510775], [3.545831, 3.584385, -2.104999], [3.359179, 1.228207, -1.266326], [-2.695960, 0.141382, 5.983537], [-1.794870, 0.259813, 4.488066], [-1.195290, 0.326674, 3.455512]], "atomic_forces_ev_per_a": [[0.927, 0.806, 0.618], [-0.101, 0.268, -0.191], [-0.664, 0.549, -0.189], [0.006, -0.400, -0.493], [-0.085, -0.558, -0.110], [0.415, 0.730, -0.465], [0.535, -0.485, -0.683], [-0.187, 0.254, 0.312], [0.246, -0.019, -0.259], [1.971, 0.300, 1.916], [-0.506, -0.503, -0.309], [0.611, 0.291, 0.338], [0.139, -0.010, 0.349], [-0.037, 0.328, -0.162], [-0.159, 0.205, -0.262], [0.188, 0.170, 0.266], [-0.531, 0.462, 0.161], [-0.450, -0.519, -0.221], [0.185, -0.093, 0.419], [0.058, -0.207, -0.061], [-0.002, -0.356, -0.063], [-0.020, 0.105, 0.268], [-0.344, -0.551, -0.339], [-0.292, -0.045, -0.079], [-0.095, 0.267, -0.302], [0.690, -0.706, -2.106], [0.378, -1.016, -1.677], [-2.076, -0.956, 0.366], [1.187, 1.080, 0.082], [-0.644, -0.563, 0.068], [-0.055, 0.004, 0.158], [-0.006, -0.039, -0.165], [0.076, 0.078, -0.145], [-0.185, -0.121, 0.107], [0.218, 0.252, -0.309], [-0.730, 0.211, 0.139], [-0.681, -0.195, 0.172], [0.008, -0.512, -0.047], [0.286, -0.370, -0.031], [0.221, 0.297, -0.086], [0.326, 0.429, 0.142], [0.031, -0.179, 0.084], [0.469, -0.101, 0.182], [0.273, 0.220, -0.168], [-0.239, 0.472, -0.191], [-0.134, -0.168, -0.109], [-0.293, -0.205, 0.386], [0.190, 0.550, -0.091], [-0.072, 0.267, -0.169], [0.234, 0.057, -0.116], [-0.201, -0.198, 0.071], [0.349, -0.245, 0.029], [-0.507, 0.169, 0.391], [0.181, 0.303, -0.157], [-0.104, -0.146, 0.585], [-0.196, -0.171, 0.310], [0.103, 0.295, 0.335], [0.289, 0.420, -0.061], [0.211, 0.200, -0.428], [-0.070, -0.213, -0.144], [-0.327, -0.028, -0.042], [-0.048, -0.218, 0.002], [0.257, -0.414, -0.042], [0.271, -0.034, 0.001], [0.140, 0.239, -0.003], [0.285, 0.283, 0.101], [-0.001, 0.367, -0.163], [-0.304, 0.132, -0.129], [-0.341, -0.211, 0.098], [0.060, -0.339, 0.438], [0.034, 0.192, -0.605], [-0.076, -0.382, -0.210], [-0.154, -0.621, 0.250], [0.057, -0.087, 0.516], [-0.376, 0.317, 0.005], [-0.311, -0.101, 0.439], [1.561, 0.277, -2.696], [-2.063, 0.440, 4.175]], "mulliken_spin": [1.780, 0.025, 0.009, 0.012, 0.009, 0.000, 0.010, -0.004, 0.003, 0.201, 0.013, -0.038, -0.001, 0.001, -0.003, 0.001, -0.011, 0.008, 0.000, 0.000, 0.000, 0.001, 0.043, -0.036, -0.002, 0.221, 0.048, 0.083, 0.499, 0.055, 0.006, 0.000, 0.013, -0.006, 0.010, -0.041, 0.054, 0.004, 0.005, 0.001, 0.008, 0.023, -0.030, -0.003, 0.000, 0.002, 0.010, 0.033, 0.008, 0.004, -0.002, 0.003, 0.006, -0.051, 0.003, 0.005, -0.001, 0.001, 0.000, 0.005, -0.048, 0.000, 0.001, 0.001, 0.004, -0.001, 0.000, 0.000, 0.000, 0.001, 0.000, 0.000, 0.000, 0.000, -0.015, 0.002, -0.010, 0.068]}